No. 1
# C23H49NbO8P3

A structure of composition C23H49NbO8P3 in a non-equilibrium geometry (ωB97M-V/def2-TZVPD, the Open Molecules 2025 dataset).

Last column: Löwdin charge in e.
Atoms and positions in Å:
C -0.92 0.77 1.77  -0.18
C -0.77 0.44 0.43  -0.39
Nb -0.31 -1.65 -0.37  1.01
C -1.58 -2.67 1.24  -0.29
C -2.67 -3.62 0.71  -0.48
O -2.43 -4.82 0.67  0.00
C -4.09 -3.20 0.26  -0.12
C -4.42 -2.43 -0.93  -0.04
C -5.80 -2.13 -1.26  -0.10
C -6.91 -2.59 -0.45  -0.11
C -6.60 -3.36 0.76  -0.10
C -5.21 -3.65 1.09  -0.04
P 0.25 -3.88 -1.50  0.44
P 1.26 -5.29 -0.20  0.26
O 2.73 -5.00 -0.05  -0.41
O 0.50 -5.54 1.24  -0.22
O 1.20 -6.78 -1.01  -0.26
P 1.82 -1.64 1.07  0.64
C 3.27 -1.77 -0.16  -0.40
O 1.87 -2.97 2.15  -0.48
H -1.61 1.61 2.05  0.03
H -0.38 0.24 2.59  0.02
H -0.91 1.28 -0.31  0.00
H 0.69 -0.83 -1.68  -0.12
H -1.74 -1.49 -1.48  -0.12
H -2.11 -1.84 1.79  0.04
H -0.96 -3.22 2.00  0.05
H -3.63 -2.07 -1.61  0.04
H -6.03 -1.56 -2.18  0.09
H -7.98 -2.40 -0.69  0.09
H -7.40 -3.76 1.44  0.09
H -5.03 -4.27 2.00  0.11
H 1.22 -3.58 -2.52  -0.15
H 1.16 -5.84 1.89  0.08
H 0.35 -6.73 -1.49  0.03
H 3.71 -0.75 -0.26  0.01
H 2.86 -2.05 -1.17  -0.03
H 4.03 -2.52 0.17  0.03
H 2.20 -2.69 3.02  0.02
C -1.70 5.65 -0.56  -0.08
C -1.08 4.69 0.44  -0.28
O 0.24 4.29 0.11  -0.16
C 1.21 5.32 0.00  -0.28
C 1.40 6.11 1.28  -0.08
H -1.70 5.22 -1.56  0.08
H -2.73 5.88 -0.27  0.07
H -1.16 6.60 -0.61  0.06
H -1.67 3.78 0.48  0.11
H -1.10 5.11 1.45  0.11
H 0.96 5.98 -0.84  0.10
H 2.15 4.83 -0.26  0.12
H 0.49 6.64 1.57  0.07
H 2.20 6.84 1.16  0.07
H 1.66 5.44 2.11  0.07
C 0.30 -5.82 -6.28  -0.08
C -0.60 -4.67 -5.87  -0.28
O 0.11 -3.50 -5.48  -0.17
C 0.95 -2.92 -6.46  -0.28
C 0.22 -2.47 -7.71  -0.09
H 0.99 -6.07 -5.47  0.08
H -0.30 -6.71 -6.51  0.07
H 0.90 -5.58 -7.16  0.06
H -1.20 -4.97 -5.01  0.12
H -1.32 -4.43 -6.67  0.10
H 1.77 -3.60 -6.70  0.11
H 1.41 -2.05 -5.98  0.12
H -0.23 -3.32 -8.24  0.06
H 0.91 -1.98 -8.40  0.07
H -0.58 -1.78 -7.46  0.08
C 4.52 5.26 4.43  -0.08
C 3.55 6.35 4.85  -0.29
O 2.23 5.88 5.06  -0.17
C 2.06 4.89 6.07  -0.28
C 2.49 5.36 7.45  -0.08
H 4.17 4.75 3.53  0.08
H 5.51 5.70 4.22  0.08
H 4.65 4.51 5.21  0.07
H 3.48 7.09 4.05  0.11
H 3.91 6.88 5.73  0.10
H 2.58 3.97 5.79  0.11
H 1.00 4.65 6.09  0.12
H 3.55 5.59 7.49  0.06
H 2.28 4.59 8.19  0.08
H 1.95 6.27 7.73  0.08

Values from the calculation:
HOMO ... -3.9 eV
Charge ... -1
HOMO-LUMO gap ... 0.2099 Eh


No. 2
# C28H55FeO2Si4Te

A structure of composition C28H55FeO2Si4Te in a non-equilibrium geometry (ωB97M-V/def2-TZVPD, the Open Molecules 2025 dataset).

Last column: Löwdin charge in e.
Atoms and positions in Å:
O 3.43 -0.66 -2.79  -0.26
C 4.74 -0.70 -2.05  -0.11
C 5.58 -0.74 -3.33  -0.08
H 4.78 -1.61 -1.44  0.12
H 4.87 0.21 -1.46  0.08
C 4.25 -0.83 -4.07  -0.50
H 6.21 -1.63 -3.39  0.11
H 6.14 0.18 -3.53  0.11
C 4.04 -2.23 -4.60  -0.04
H 3.77 -2.91 -3.78  0.10
H 4.96 -2.60 -5.07  0.08
H 3.25 -2.23 -5.36  0.07
C 3.91 0.28 -5.04  -0.02
H 4.15 1.26 -4.61  0.07
H 2.83 0.26 -5.29  0.09
H 4.47 0.14 -5.97  0.08
Fe 1.79 -0.13 -2.36  0.35
C 0.91 1.97 -2.45  -0.19
C 0.61 1.45 -1.15  -0.21
C 1.85 1.24 -0.46  -0.17
H -0.37 1.30 -0.70  0.06
C 2.91 1.70 -1.30  -0.20
C 2.33 2.12 -2.55  -0.19
H 2.87 2.55 -3.39  0.07
H 0.19 2.24 -3.22  0.09
H 1.93 0.82 0.54  0.06
H 3.94 1.84 -0.99  0.07
C -0.49 -0.74 -2.52  -0.20
C 0.12 -0.89 -3.81  -0.18
C 1.08 -1.95 -3.71  -0.20
H -0.14 -0.33 -4.70  0.08
C 1.17 -2.36 -2.34  -0.19
C 0.20 -1.60 -1.59  -0.20
H -0.04 -1.70 -0.53  -0.01
H -1.38 -0.15 -2.31  0.07
H 1.54 -2.44 -4.56  0.06
H 1.80 -3.15 -1.93  0.08
O 4.43 -2.68 1.19  -0.16
C 3.47 -1.59 1.19  -0.20
C 4.18 -0.30 1.60  -0.16
H 2.67 -1.80 1.92  0.11
H 3.01 -1.57 0.19  0.10
C 5.48 -0.78 2.30  -0.15
H 3.57 0.29 2.28  0.10
H 4.42 0.33 0.74  0.08
C 5.49 -2.31 2.10  -0.20
H 5.46 -0.55 3.37  0.10
H 6.37 -0.32 1.85  0.10
H 5.31 -2.82 3.07  0.11
H 6.46 -2.68 1.70  0.11
C -3.59 -2.98 2.49  -0.25
Si -3.53 -1.23 3.18  0.12
C -5.39 -0.76 3.36  -0.23
C -2.88 -1.19 4.95  -0.24
Si -2.99 0.57 1.72  0.06
Te -1.04 -0.82 2.01  0.68
Si -4.41 0.72 -0.13  0.36
C -6.00 1.56 0.46  -0.22
C -3.57 1.79 -1.42  -0.20
C -4.76 -1.02 -0.76  -0.21
Si -2.83 2.58 2.89  0.33
C -4.45 2.92 3.77  -0.22
C -1.42 2.48 4.13  -0.23
C -2.49 3.87 1.56  -0.22
H -4.11 -3.61 3.23  0.03
H -2.58 -3.40 2.33  0.00
H -4.14 -3.04 1.54  0.02
H -5.81 -1.48 4.08  0.03
H -5.56 0.25 3.75  0.01
H -5.95 -0.86 2.41  0.01
H -1.83 -1.48 5.00  0.01
H -2.99 -0.19 5.41  0.02
H -3.47 -1.90 5.55  0.03
H -5.81 2.57 0.86  0.02
H -6.65 1.66 -0.42  0.03
H -6.54 0.98 1.22  0.02
H -2.52 1.51 -1.59  0.01
H -4.11 1.65 -2.37  0.04
H -3.60 2.85 -1.17  0.02
H -3.84 -1.60 -0.91  0.04
H -5.42 -1.59 -0.09  0.02
H -5.27 -0.92 -1.73  0.03
H -4.69 2.15 4.52  0.02
H -4.34 3.88 4.30  0.03
H -5.30 3.00 3.08  0.02
H -0.52 2.03 3.70  0.01
H -1.18 3.51 4.45  0.03
H -1.70 1.90 5.02  0.02
H -1.56 3.66 1.01  0.04
H -3.31 3.96 0.83  0.01
H -2.38 4.84 2.07  0.03

Values from the calculation:
HOMO (spin up / spin down) ... -2.0 / -1.3 eV
Charge ... -1
2S+1 ... 5
HOMO-LUMO gap (spin up / spin down) ... 0.1573 / 0.0832 Eh


No. 3
# C8H10CoO5P

A structure of composition C8H10CoO5P in a non-equilibrium geometry (ωB97M-V/def2-TZVPD, the Open Molecules 2025 dataset).

Last column: Löwdin charge in e.
Atoms and positions in Å:
O 0.93 0.02 -5.02  0.07
C 0.51 -0.01 -3.96  0.02
Co 0.14 -0.17 -0.16  -0.08
O 2.63 -0.20 -1.70  0.21
C 1.64 -0.24 -1.12  -0.12
C -1.59 -0.21 0.27  -0.21
O -2.60 -0.22 0.83  0.20
C 0.16 -1.91 0.07  -0.16
O 0.12 -3.06 0.11  0.22
C 0.00 1.58 -0.16  -0.20
O -0.19 2.72 -0.26  0.21
H -0.90 -0.14 -1.35  0.12
C 1.69 -1.18 3.01  -0.22
P 1.02 0.16 1.97  0.82
C -0.12 1.07 3.06  -0.22
C 2.36 1.40 1.88  -0.22
H 0.85 -1.87 3.20  0.06
H 2.11 -0.80 3.97  0.07
H 2.47 -1.66 2.41  0.06
H 0.45 1.43 3.93  0.07
H -0.52 1.95 2.53  0.06
H -0.94 0.44 3.41  0.06
H 2.60 1.70 2.91  0.07
H 3.24 0.96 1.41  0.06
H 2.01 2.27 1.32  0.05

Values from the calculation:
HOMO (spin up / spin down) ... -11.0 / -14.5 eV
Charge ... +1
2S+1 ... 4
HOMO-LUMO gap (spin up / spin down) ... 0.2574 / 0.2812 Eh